No. 1
123
Properties=species:S:1:pos:R:3:mulliken_charge:R:1 method="wB97M-V/def2-TZVPD" e_above_lowest_kcal_mol=57.46 spin_multiplicity=2 s2=0.75 fmax_ev_per_a=4.2 lumo_ev="2.09 / 2.06" charge=-1
O 1.132 -3.564 4.512 -0.61
O -0.187 -0.644 -0.238 1.53
O 0.230 0.734 6.583 -0.57
O 4.278 -1.479 0.011 2.97
O -5.506 3.790 1.847 -0.53
O -2.981 -2.261 1.486 -0.63
O -1.060 -3.031 -1.455 -0.67
O -5.154 0.957 -2.402 -0.60
O -1.650 -0.888 -5.470 -0.58
O 2.436 0.593 0.337 1.28
O 2.598 2.579 -5.278 -0.66
C 0.085 -1.029 -3.836 0.06
C 2.765 1.457 1.358 1.39
C 4.580 -1.450 -1.385 -1.82
C -4.212 2.171 3.108 -0.71
C -0.832 -4.641 0.290 -1.70
C 3.344 -3.060 4.213 -1.73
C -1.106 0.720 6.084 0.66
C -1.922 -0.117 7.025 -1.38
C -1.446 0.853 1.066 -1.29
C 2.374 3.020 -2.752 -0.93
C 3.259 -1.806 -2.242 0.09
C -0.169 -4.061 -0.981 1.82
C -1.060 0.431 -0.318 0.55
C -4.297 1.989 -2.238 1.18
C 3.084 2.250 -3.961 1.50
C 1.920 -2.611 3.824 1.35
C -5.526 2.796 2.904 0.50
C -0.337 -0.444 -5.213 0.38
C -0.117 -5.253 -1.943 -1.90
C 4.067 0.818 1.910 -1.61
C -0.332 1.538 -1.149 -0.87
C -6.511 1.752 2.504 -1.41
C 1.621 -2.689 2.318 -1.49
C 2.973 2.928 0.925 -1.84
C -4.493 2.557 -0.875 -1.02
C -4.382 3.022 -3.439 -1.56
C 0.526 -0.999 -6.369 -1.44
C 5.065 -0.086 -1.767 -0.35
C 4.633 2.486 -3.876 -1.70
C -0.976 0.272 4.614 -0.45
H -1.947 -0.001 -0.781 0.31
H 2.348 -1.551 -1.699 -1.09
H -3.911 3.358 -0.419 0.46
H 0.781 1.139 5.909 0.29
H 4.855 0.755 1.159 0.22
H -5.817 3.225 3.862 0.25
H 0.644 -0.296 0.093 -0.69
H 0.687 -2.269 1.945 -0.26
H -1.985 1.800 1.029 0.30
H -3.818 1.744 2.186 -0.28
H -1.864 -4.386 0.527 0.53
H -0.049 -4.717 -2.889 0.40
H -4.230 1.414 3.893 0.34
H -5.453 3.066 -0.956 0.38
H 1.062 -0.661 -3.522 -0.18
H -7.576 1.880 2.312 0.44
H 0.357 1.951 -0.412 -0.13
H -0.371 0.644 -5.166 0.23
H -1.948 0.268 4.121 0.20
H 1.290 3.071 -2.855 0.25
H -5.438 3.271 -3.546 0.37
H 5.855 0.180 -1.066 0.27
H 3.504 -3.468 5.211 0.38
H 3.084 -0.062 0.069 -1.06
H 0.856 -3.205 5.359 0.34
H 3.333 -1.225 -3.161 0.44
H 4.396 1.333 2.812 0.40
H -0.724 -0.695 -3.186 -0.24
H 5.262 1.838 -4.486 0.43
H 0.048 -2.112 -3.721 0.27
H -1.509 -1.124 7.087 0.32
H -0.385 -4.191 1.177 0.30
H 5.328 -2.155 -1.745 -0.18
H -6.110 1.225 1.638 0.35
H -4.546 1.761 -0.132 -0.03
H -2.005 0.250 8.048 0.36
H 2.049 3.203 0.416 0.35
H 1.684 -1.622 4.215 0.14
H -3.813 -2.613 1.170 0.26
H -0.696 -5.692 0.543 0.36
H -2.907 -0.296 6.592 0.33
H 3.788 -0.143 2.341 0.21
H 4.893 3.502 -4.174 0.45
H 2.272 -2.191 1.599 0.20
H -4.916 0.372 -3.125 0.37
H 0.541 -2.089 -6.361 0.38
H 4.079 -2.267 4.081 0.23
H -3.265 1.640 -2.194 -0.28
H -0.810 -2.192 -1.061 -0.09
H 2.836 3.607 1.766 0.42
H 2.796 1.200 -4.001 -0.26
H 4.941 2.414 -2.833 0.27
H 2.817 4.016 -2.748 0.50
H -0.146 0.713 4.063 -0.12
H -1.869 -0.548 -6.340 0.34
H 1.714 -3.713 1.956 0.57
H 3.140 2.071 -5.886 0.34
H -4.060 2.443 -4.305 0.38
H 2.664 2.539 -1.818 -0.19
H 3.725 3.191 0.181 0.40
H -1.467 1.746 6.013 0.19
H 1.558 -0.753 -6.119 0.28
H -1.031 -5.847 -1.968 0.36
H 0.371 -0.556 -7.353 0.43
H 4.455 -2.380 0.293 -1.40
H -6.424 3.806 1.566 0.35
H -0.568 1.070 1.674 -0.32
H 0.784 -5.842 -1.769 0.50
H -0.907 2.413 -1.454 0.58
H -2.032 0.027 1.470 0.47
H 0.872 -3.799 -0.791 -0.18
H 3.377 -2.878 -2.401 0.69
H 0.215 1.135 -2.001 -0.04
H -6.516 1.077 3.360 0.35
H -0.762 -0.797 4.604 0.15
H -2.320 -2.666 0.925 0.30
H 3.762 -3.834 3.569 0.44
H -3.446 2.854 3.476 0.41
H 2.030 1.442 2.163 -0.39
H 4.312 0.695 -1.661 -0.87
H -3.787 3.921 -3.281 0.34
H 5.348 -0.036 -2.819 0.90

No. 2
141
Properties=species:S:1:pos:R:3:mulliken_charge:R:1 method="wB97M-V/def2-TZVPD" spin_multiplicity=1 fmax_ev_per_a=1.0 lumo_ev=-2.87 charge=+1
F -6.468 -2.284 0.133 -0.39
O 1.902 6.117 0.558 -0.54
O 4.672 5.158 -6.904 -0.50
O -4.414 -0.753 -1.568 -0.24
O -1.689 3.131 -4.544 -0.37
O 1.521 0.351 8.633 -0.53
O 1.314 2.311 -5.438 -0.50
O 3.802 -4.243 -7.510 -0.53
O -5.315 -0.048 2.534 -0.30
O 2.042 3.615 -0.767 -0.51
O -3.946 2.018 -5.691 -0.51
O 3.674 7.674 -7.705 -0.55
O 0.263 1.107 3.990 -0.58
O 3.750 -2.674 -2.777 -0.50
O -0.887 -0.508 -0.979 -0.30
O 2.531 -2.282 4.880 -0.42
O 5.318 -6.094 -6.012 -0.56
O 0.552 2.459 7.047 -0.58
O 2.565 2.179 2.733 -0.50
O 2.840 -7.832 10.607 -0.54
O 1.263 -2.195 -1.554 -0.38
O -5.427 2.239 4.194 -0.52
O 2.857 0.500 -3.963 -0.37
O 2.892 -6.522 8.127 -0.45
O 2.465 -3.607 7.332 -0.51
N -5.151 1.654 -2.199 0.07
C 0.819 4.095 -0.205 -0.07
C -5.456 -0.303 -0.709 0.58
C 2.650 1.835 -3.490 -0.44
C 5.137 -4.748 -5.567 -0.27
C -0.346 1.558 7.695 -0.49
C -3.694 1.596 -1.874 -1.04
C -5.919 -3.158 -2.477 -1.05
C -2.633 3.964 -5.213 -0.51
C 3.373 5.293 -7.460 -0.03
C 2.022 0.914 2.349 -0.28
C 2.811 6.669 -7.178 -0.48
C -2.378 0.124 0.959 -0.74
C 2.426 2.759 -4.662 -0.35
C -6.627 -1.295 -0.826 -0.08
C 3.639 -2.920 6.912 -0.49
C 4.926 -3.828 -6.748 -0.32
C 1.299 0.253 3.498 -0.13
C 4.015 -7.156 10.160 -0.49
C 3.704 -2.900 5.399 -0.34
C 1.104 5.016 0.961 -0.24
C 4.060 -7.145 8.648 -0.28
C 0.326 0.214 7.881 0.10
C -6.795 -1.913 -2.220 -0.56
C -6.291 1.134 4.408 -0.37
C -5.898 1.140 -1.010 -1.13
C 2.543 -2.723 -3.524 0.41
C -6.551 0.397 3.113 -0.50
C -3.345 3.171 -6.285 -0.35
C 1.385 -3.130 -2.637 -0.68
C -3.283 0.118 -1.710 0.25
B -2.147 -0.103 -0.573 -0.05
H 2.220 3.775 -4.324 0.39
H -0.856 -1.460 -1.142 0.22
H -2.640 2.842 -7.056 0.27
H 2.942 -8.770 10.420 0.32
H 1.638 4.455 1.739 0.12
H -2.445 -0.854 1.449 0.31
H 1.763 1.803 -2.857 0.11
H 0.984 -1.355 -1.935 0.24
H 3.619 7.645 -8.665 0.33
H 1.566 -4.106 -2.191 0.34
H -1.497 0.645 1.339 0.23
H -4.750 1.943 3.577 0.31
H -7.551 -0.747 -0.604 0.49
H -0.580 2.003 8.661 0.30
H -6.668 -1.154 -2.996 0.21
H -5.279 -2.980 -3.345 0.26
H -5.580 1.777 -0.181 0.33
H -0.933 2.950 -5.129 0.25
H 0.304 4.631 -1.002 0.36
H -3.280 1.693 -5.074 0.28
H -5.138 -0.352 0.333 0.07
H -5.831 0.457 5.139 0.26
H 2.814 0.262 1.970 0.41
H 1.805 6.775 -7.598 0.32
H 0.199 3.249 0.117 -0.09
H 0.652 2.151 6.140 0.32
H -7.839 -2.233 -2.277 0.44
H 4.926 -6.591 8.286 0.28
H 1.377 1.348 -5.462 0.28
H -1.269 1.457 7.115 0.25
H 4.742 -2.806 -6.413 0.24
H 3.298 2.032 3.339 0.30
H -7.220 -0.453 3.272 0.34
H -0.326 -0.479 8.413 0.33
H 5.117 6.001 -7.047 0.35
H 0.624 2.002 3.962 0.36
H 2.546 5.773 -0.071 0.34
H 2.162 -6.810 8.690 0.32
H -7.002 1.072 2.384 0.24
H 5.994 -4.432 -4.965 0.31
H 2.744 4.516 -7.023 0.02
H -5.236 -3.343 -1.649 0.27
H 5.816 -3.833 -7.392 0.34
H -5.319 1.020 -2.984 0.40
H -3.352 4.270 -4.451 0.20
H -3.464 2.225 -1.015 0.44
H -3.152 2.008 -2.730 0.11
H 4.910 -7.629 10.575 0.32
H -6.519 -4.037 -2.693 0.35
H 3.433 5.126 -8.544 0.28
H -2.150 4.856 -5.618 0.41
H 3.717 0.464 -4.395 0.26
H 2.586 -4.547 7.140 0.30
H 1.321 1.130 1.540 -0.02
H -7.224 1.514 4.823 0.36
H 3.314 2.776 -5.307 0.26
H 3.500 2.167 -2.887 0.30
H 4.532 -3.391 7.337 0.28
H 4.568 -2.338 5.045 0.34
H -5.431 2.604 -2.430 0.40
H 2.353 -1.728 -3.937 -0.15
H -6.973 1.271 -1.117 0.49
H 0.450 -3.161 -3.207 0.26
H -2.808 -0.169 -2.654 0.30
H -4.975 -0.754 3.093 0.22
H 0.567 -0.215 6.898 -0.07
H 2.679 -3.431 -4.341 0.21
H 1.931 1.171 8.334 0.35
H 4.249 -4.756 -4.939 0.11
H -4.127 3.765 -6.755 0.38
H 3.769 -3.926 5.014 0.25
H 3.835 -5.207 -7.530 0.35
H 1.813 -2.586 5.451 0.32
H 0.849 -0.685 3.177 0.30
H 1.991 0.044 4.318 0.18
H 3.555 -1.904 7.300 0.27
H 0.179 5.412 1.380 0.36
H 6.176 -6.154 -6.444 0.34
H -3.311 0.648 1.172 0.15
H 2.767 6.843 -6.103 0.28
H 4.116 -8.173 8.267 0.25
H 2.448 3.026 -0.122 0.29
H 3.523 -2.307 -1.916 0.34
H 3.943 -6.138 10.540 0.27